C30H25N6O11P2SW | ωB97M-V/def2-TZVPD

```
! wB97M-V def2-TZVPD RIJCOSX def2/J DEFGRID3
* xyz -1 3
W 14.219 -13.884 -1.001
O 17.605 -11.239 -1.358
C 16.740 -12.087 -1.490
N 15.463 -11.956 -1.090
C 15.109 -10.863 -0.397
C 15.884 -9.697 -0.295
C 15.282 -8.619 0.332
C 14.003 -8.733 0.917
C 13.255 -9.895 0.877
C 13.753 -10.940 0.060
N 13.146 -12.126 -0.156
C 11.784 -12.174 0.073
O 11.009 -11.202 0.255
C 11.299 -13.511 0.240
C 9.998 -13.761 0.548
C 9.623 -15.100 0.793
C 10.585 -16.075 0.810
C 11.924 -15.751 0.497
N 12.229 -14.495 0.189
C 17.004 -13.308 -2.240
C 18.304 -13.595 -2.652
C 18.562 -14.812 -3.278
C 17.460 -15.656 -3.563
C 16.207 -15.291 -3.162
N 15.942 -14.137 -2.510
H 16.874 -9.775 -0.792
H 15.880 -7.667 0.336
H 13.561 -7.811 1.349
H 12.210 -9.956 1.193
H 9.433 -12.889 0.865
H 8.589 -15.302 0.945
H 10.295 -17.074 1.136
H 12.749 -16.445 0.571
H 19.025 -12.800 -2.789
H 19.568 -15.108 -3.624
H 17.506 -16.559 -4.124
H 15.383 -15.955 -3.412
C 6.791 -17.042 -5.493
C 8.111 -17.111 -4.721
C 9.210 -17.830 -5.242
C 10.513 -17.661 -4.743
C 10.689 -16.836 -3.672
C 9.599 -16.166 -3.134
C 8.290 -16.402 -3.559
S 12.286 -16.739 -2.881
O 12.247 -17.416 -1.596
O 13.170 -17.245 -3.931
N 12.611 -15.115 -2.493
C 12.648 -14.177 -3.470
C 11.986 -14.237 -4.701
C 12.341 -13.326 -5.653
C 13.171 -12.242 -5.321
C 13.745 -12.123 -4.036
N 13.488 -13.110 -3.157
H 6.212 -16.197 -5.194
H 6.230 -17.966 -5.363
H 7.029 -16.892 -6.533
H 9.122 -18.553 -6.091
H 11.354 -18.136 -5.199
H 9.678 -15.394 -2.398
H 7.481 -15.865 -3.061
H 11.206 -14.985 -4.902
H 12.140 -13.577 -6.707
H 13.516 -11.495 -6.039
H 14.517 -11.440 -3.763
O 15.413 -18.245 0.114
P 15.746 -16.641 0.158
O 17.181 -16.475 -0.040
O 14.557 -16.037 -0.670
O 15.336 -16.156 1.691
P 15.260 -14.621 2.104
O 16.739 -14.272 2.623
O 14.237 -14.338 3.131
O 15.272 -13.825 0.734
H 14.702 -18.577 -0.411
H 16.787 -13.763 3.486
*
```

As for the expectation value of S²: 2.011. For the LUMO energy (spin up / spin down), the calculation gives 2.08 / 1.93 eV. The value obtained for the energy relative to the best compared isomer or geometry (same formula, charge and spin) is 1.5878 eV. For the total energy, the calculation gives -94228.01222 eV.